7 unconnected molecules or ions with the total composition C45H104N7O3. Source: the Open Molecules 2025 dataset; level of theory: ωB97M-V/def2-TZVPD.

Computed properties:
gap between HOMO and LUMO = 9.342 eV
charge = +5

Geometry (Å):
1 N -0.53796 -2.97569 3.43121
2 H -1.04295 -3.22317 4.28628
3 H -0.42715 -3.83145 2.88768
4 H 0.40234 -2.67061 3.69681
5 H -0.97159 -2.15448 2.94677
6 N -0.53997 -0.27818 1.10610
7 O -1.07806 -0.49339 2.24252
8 O -0.69329 0.86120 0.60187
9 O -0.04824 -1.19353 0.43103
10 C 4.12573 -0.01382 -3.60072
11 C 2.59825 0.10553 -3.40129
12 C 2.26760 1.59806 -3.20631
13 C 0.77928 1.75687 -2.92215
14 N 0.29434 3.18824 -2.66549
15 C 0.45067 4.09545 -3.87076
16 C -0.62809 3.64295 -4.83443
17 C -1.79224 3.18731 -3.94336
18 C -1.20392 3.20100 -2.50573
19 C 0.92029 3.78963 -1.45768
20 H 4.64388 0.28165 -2.68510
21 H 4.47211 0.70677 -4.33922
22 H 4.42496 -1.03867 -3.80606
23 H 2.31230 -0.41480 -2.47994
24 H 1.93691 -0.30019 -4.17042
25 H 2.53713 2.25526 -4.03311
26 H 2.85819 1.90055 -2.33577
27 H 0.48513 1.13236 -2.07853
28 H 0.27549 1.46869 -3.84517
29 H 0.22499 5.09730 -3.50818
30 H 1.42991 4.07001 -4.34238
31 H -0.96180 4.49417 -5.42788
32 H -0.21787 2.94413 -5.56222
33 H -2.64335 3.86600 -3.90835
34 H -2.24875 2.20653 -4.07459
35 H -1.52493 4.08041 -1.94736
36 H -1.51820 2.36025 -1.88596
37 H 0.56716 3.33979 -0.53083
38 H 0.74597 4.85635 -1.56408
39 H 1.99030 3.58630 -1.45124
40 C 5.23759 -4.40955 -2.31110
41 C 3.96128 -5.13348 -1.98139
42 C 3.01124 -5.40173 -3.12834
43 C 1.68970 -6.06568 -2.83121
44 N 0.59291 -5.56629 -3.74576
45 C 0.85743 -5.84265 -5.23148
46 C -0.49930 -5.70396 -5.87736
47 C -1.54054 -6.02997 -4.79183
48 C -0.72014 -6.29393 -3.52648
49 C 0.31512 -4.11938 -3.49137
50 H 5.03624 -3.42538 -2.73856
51 H 5.90148 -5.08841 -2.85323
52 H 5.84087 -4.20598 -1.42277
53 H 3.51347 -4.48550 -1.21218
54 H 4.21194 -6.09894 -1.53002
55 H 3.61815 -5.93713 -3.86859
56 H 2.90798 -4.44636 -3.65775
57 H 1.30761 -5.75573 -1.85404
58 H 1.67289 -7.15429 -2.81963
59 H 1.69056 -5.27446 -5.63505
60 H 1.19737 -6.87479 -5.10989
61 H -0.57358 -4.72050 -6.34113
62 H -0.52324 -6.40606 -6.71160
63 H -2.25376 -5.21553 -4.70037
64 H -2.10786 -6.94243 -4.96927
65 H -1.18396 -5.96881 -2.59117
66 H -0.47950 -7.32438 -3.25982
67 H -0.69665 -3.86602 -3.79155
68 H 1.06529 -3.49164 -3.96621
69 H 0.44736 -3.94441 -2.42185
70 C -5.01328 -4.38156 -5.67160
71 C -5.42264 -3.62585 -4.40901
72 C -4.32207 -2.98913 -3.55254
73 C -5.01159 -2.43625 -2.31868
74 N -4.10753 -1.89602 -1.15733
75 C -3.41628 -3.04569 -0.40582
76 C -4.31057 -3.46637 0.73932
77 C -5.49042 -2.53173 0.71390
78 C -5.01141 -1.28725 -0.06883
79 C -3.05452 -0.89112 -1.57522
80 H -5.91445 -4.65719 -6.21532
81 H -4.61376 -5.35320 -5.36056
82 H -4.26957 -3.88094 -6.28972
83 H -6.01248 -4.33004 -3.81873
84 H -6.09429 -2.80755 -4.68418
85 H -3.69770 -2.27993 -4.09880
86 H -3.61578 -3.75048 -3.19218
87 H -5.64231 -3.16935 -1.82463
88 H -5.54325 -1.50547 -2.51563
89 H -2.58818 -2.52046 0.07517
90 H -3.06178 -3.85803 -1.03095
91 H -3.82436 -3.40087 1.71660
92 H -4.61500 -4.51459 0.72861
93 H -5.95391 -2.37815 1.68665
94 H -6.30953 -2.96536 0.13574
95 H -4.41109 -0.61258 0.53637
96 H -5.95861 -0.85837 -0.38807
97 H -2.66273 -0.52706 -0.62594
98 H -3.46568 -0.03827 -2.11028
99 H -2.22280 -1.31165 -2.13391
100 C -3.61994 1.15483 9.65917
101 C -2.90674 2.25040 8.92076
102 C -2.56479 1.89895 7.46865
103 C -2.48406 3.09720 6.53832
104 N -2.25975 2.75351 5.08125
105 C -2.21862 4.06683 4.27435
106 C -2.68180 3.72535 2.85262
107 C -3.43445 2.38686 2.97261
108 C -3.44445 2.01980 4.44932
109 C -0.95711 2.00416 4.84617
110 H -2.96092 0.27593 9.67236
111 H -4.50112 0.70472 9.19946
112 H -3.77066 1.41900 10.70270
113 H -1.99218 2.52240 9.44842
114 H -3.49548 3.16289 8.77949
115 H -3.33106 1.21909 7.07392
116 H -1.66452 1.29682 7.29697
117 H -1.79608 3.91843 6.75139
118 H -3.44446 3.62107 6.50227
119 H -1.29665 4.64174 4.27896
120 H -2.98152 4.62980 4.81306
121 H -1.77015 3.35867 2.37820
122 H -3.26981 4.49318 2.36394
123 H -2.84479 1.63371 2.44058
124 H -4.40107 2.23502 2.49279
125 H -3.34323 0.95310 4.64266
126 H -4.34206 2.32520 4.98582
127 H -1.15335 1.00629 5.22446
128 H -0.22019 2.60066 5.37572
129 H -0.84013 1.97791 3.76478
130 C 8.72008 5.48690 2.37589
131 C 7.34487 5.52779 1.68332
132 C 6.23676 4.87291 2.54918
133 C 5.11109 4.40074 1.63442
134 N 3.95864 3.66645 2.28594
135 C 2.92809 3.27988 1.22008
136 C 2.51632 1.81808 1.42794
137 C 3.68666 1.14272 2.09573
138 C 4.43712 2.30606 2.77824
139 C 3.30990 4.48086 3.36290
140 H 9.38928 6.11097 1.78370
141 H 9.17020 4.49539 2.38462
142 H 8.64369 5.91407 3.37479
143 H 7.49631 5.04068 0.71892
144 H 7.09268 6.58233 1.57324
145 H 5.97975 5.52377 3.38100
146 H 6.64480 3.92881 2.92645
147 H 5.50559 3.77992 0.82713
148 H 4.72707 5.23608 1.03704
149 H 2.08676 3.97077 1.24986
150 H 3.37550 3.42499 0.23760
151 H 1.66509 1.80801 2.11306
152 H 2.21369 1.29276 0.52196
153 H 3.39510 0.35250 2.78356
154 H 4.46503 0.73222 1.45297
155 H 4.50765 2.24869 3.86448
156 H 5.48764 2.24596 2.49877
157 H 2.42613 3.90301 3.63654
158 H 3.05959 5.44765 2.93340
159 H 3.88515 4.60456 4.27673



8 unconnected molecules or ions with the total composition C45H107N7O8. Source: the Open Molecules 2025 dataset; level of theory: ωB97M-V/def2-TZVPD.

Computed properties:
gap between HOMO and LUMO = 8.704 eV
energy relative to the best compared isomer or geometry (same formula, charge and spin) = 0.00 kcal/mol

Geometry (Å):
1 C -1.19137 5.03694 -2.75281
2 C -0.16055 5.11103 -1.64217
3 C -0.75943 4.91119 -0.26098
4 O -1.62856 6.01220 0.01878
5 C -2.11009 6.02378 1.36231
6 N 0.91153 4.16698 -1.91431
7 H -1.89739 5.86158 -2.73958
8 H -1.74699 4.09520 -2.77937
9 H -0.63280 5.09460 -3.69605
10 H 0.25163 6.12311 -1.74450
11 H 0.05006 4.93638 0.48825
12 H -1.37837 4.00215 -0.20245
13 H -2.51229 7.00232 1.60030
14 H -1.29656 5.73144 2.04562
15 H -2.91938 5.27983 1.50563
16 H 1.56358 4.00366 -1.17174
17 H 0.62929 3.33980 -2.41774
18 C 1.80269 1.61895 -6.47827
19 C 1.20249 1.92301 -5.12468
20 C -0.27946 1.60262 -5.12059
21 O -0.81337 1.76107 -3.85549
22 C -2.22452 1.67348 -3.91300
23 N 2.01734 1.36995 -4.04464
24 H 1.41084 2.23069 -7.29333
25 H 1.42555 0.62830 -6.80106
26 H 2.87470 1.46603 -6.43828
27 H 1.15365 3.01084 -4.89555
28 H -0.51632 0.59982 -5.52043
29 H -0.73185 2.28969 -5.85142
30 H -2.72351 1.84004 -2.96310
31 H -2.50407 0.69960 -4.34611
32 H -2.65037 2.43078 -4.59776
33 H 1.52482 1.28951 -3.17402
34 H 2.89964 1.83946 -3.95624
35 C 4.08416 -1.31627 -6.64632
36 C 4.15800 -2.31663 -5.52372
37 C 3.88722 -1.64190 -4.18896
38 O 4.15090 -2.53851 -3.12597
39 C 3.42924 -2.27128 -1.90489
40 N 3.13361 -3.38879 -5.75997
41 H 4.91230 -0.60466 -6.70223
42 H 3.11384 -0.85311 -6.83623
43 H 4.17664 -1.79769 -7.64072
44 H 5.11851 -2.83699 -5.50280
45 H 2.82249 -1.34045 -4.19658
46 H 4.44328 -0.69769 -4.02961
47 H 3.58672 -3.15504 -1.28572
48 H 2.36961 -2.05486 -2.07815
49 H 3.87259 -1.40600 -1.38194
50 H 3.23198 -4.03932 -4.97226
51 H 2.20319 -2.98040 -5.64312
52 C -5.22941 -2.45723 3.08424
53 C -4.91340 -0.97816 2.87254
54 C -5.41500 -0.28914 1.61002
55 O -5.05048 1.03196 1.64257
56 C -5.31392 1.65470 0.41354
57 N -5.23559 -0.19871 4.11180
58 H -4.45863 -2.92261 3.67961
59 H -5.24231 -2.97181 2.11297
60 H -6.24235 -2.53814 3.48525
61 H -3.81226 -0.89679 2.82972
62 H -6.50690 -0.40371 1.52438
63 H -4.88607 -0.75688 0.76320
64 H -4.96553 1.01829 -0.40797
65 H -4.80233 2.60838 0.39722
66 H -6.39826 1.77892 0.32279
67 H -6.25414 -0.15224 4.23609
68 H -4.96030 0.77214 3.96542
69 C 0.32042 1.59730 1.24243
70 C 0.87580 0.18014 1.12707
71 C 0.33989 -0.57719 2.34102
72 C -1.07567 -1.08272 2.17971
73 C -1.23913 -1.84984 0.88121
74 C -0.74114 -1.13102 -0.36193
75 N 0.55702 -0.51584 -0.11045
76 O 0.94959 0.28137 -1.25558
77 C -0.57753 -2.18503 -1.42258
78 C -1.83921 -0.17121 -0.82120
79 C 2.39620 0.21785 1.22065
80 H 0.11142 2.07402 0.27759
81 H 1.02166 2.25662 1.75241
82 H -0.58297 1.67863 1.85463
83 H 1.00210 -1.44874 2.49326
84 H 0.54700 -0.03026 3.26695
85 H -1.81811 -0.27396 2.20822
86 H -1.34314 -1.72990 3.02304
87 H -2.33145 -2.01999 0.79035
88 H -0.94927 -2.90933 0.88551
89 H -0.22533 -1.76288 -2.37635
90 H 0.22602 -2.90210 -1.21753
91 H -1.49633 -2.74360 -1.60291
92 H -2.34627 0.35844 -0.00439
93 H -1.41905 0.70415 -1.35012
94 H -2.50658 -0.61306 -1.55414
95 H 2.76617 -0.76987 1.49743
96 H 2.77451 1.01766 1.84720
97 H 2.80481 0.38303 0.21658
98 H 0.33050 1.04741 -1.24593
99 C -2.46188 -8.40344 -2.56688
100 C -0.97280 -8.39988 -2.23216
101 C -0.23584 -9.36607 -3.18427
102 C 0.11613 -8.73076 -4.55539
103 C 0.91366 -7.45579 -4.35903
104 C 0.14187 -6.43931 -3.52059
105 N -0.31336 -7.10883 -2.29766
106 O -0.90002 -6.17618 -1.39471
107 C 1.11262 -5.33960 -3.11392
108 C -0.97049 -5.85683 -4.37152
109 C -0.77359 -8.99880 -0.83266
110 H -2.63340 -8.45202 -3.64604
111 H -2.91265 -9.34617 -2.23613
112 H -2.94129 -7.55319 -2.08950
113 H 0.65263 -9.74717 -2.68174
114 H -0.89513 -10.19929 -3.45970
115 H 0.68063 -9.50412 -5.09387
116 H -0.79937 -8.62069 -5.14108
117 H 0.98211 -6.96618 -5.34980
118 H 1.96546 -7.60651 -4.11908
119 H 1.78855 -5.03944 -3.92607
120 H 1.69801 -5.65225 -2.25670
121 H 0.56461 -4.40109 -2.97695
122 H -1.65346 -6.60271 -4.78263
123 H -0.54843 -5.28984 -5.21001
124 H -1.61184 -5.13852 -3.84735
125 H -1.17659 -10.00963 -0.86505
126 H 0.27828 -9.03904 -0.54625
127 H -1.26673 -8.38270 -0.07484
128 H -0.28396 -6.14713 -0.65131
129 C 4.38172 3.75219 4.96837
130 C 2.88209 3.45947 5.19025
131 C 2.64819 2.80805 6.55106
132 C 2.69513 3.77111 7.74163
133 C 1.67754 4.88593 7.49799
134 C 1.92292 5.66408 6.18697
135 N 2.02537 4.63999 5.09223
136 O 1.99595 5.21500 3.82973
137 C 0.67742 6.50118 5.88431
138 C 3.18879 6.51197 6.30673
139 C 2.43010 2.43677 4.14695
140 H 4.85090 4.03361 5.91335
141 H 4.67008 4.48150 4.21814
142 H 4.84057 2.78525 4.72642
143 H 1.68284 2.29769 6.63337
144 H 3.40313 2.02841 6.71822
145 H 3.69178 4.16918 7.93318
146 H 2.36364 3.29523 8.67008
147 H 1.70769 5.59618 8.33561
148 H 0.63935 4.54043 7.48532
149 H 0.79383 7.21350 5.06101
150 H -0.17014 5.86601 5.65801
151 H 0.45105 7.16829 6.72855
152 H 3.55330 6.94339 5.37327
153 H 3.05065 7.21131 7.13842
154 H 4.04156 5.92239 6.65040
155 H 3.01192 1.51821 4.26224
156 H 2.67581 2.76649 3.13031
157 H 1.36374 2.23803 4.18722
158 H 2.80582 5.76345 3.73868
159 C -3.21116 2.67874 3.99241
160 C -2.24492 3.74195 4.43518
161 O -1.21781 3.11269 5.18432
162 H -3.48185 2.09788 4.87571
163 H -2.76964 2.08551 3.19771
164 H -4.15713 3.10866 3.64848
165 H -2.75362 4.52925 5.01567
166 H -1.80557 4.29717 3.59409
167 H -0.43464 3.69168 5.14978



F_max / Eh/bohr: 0.0424; 0.0449